Record 1
This record from OMol25 describes a molecular structure, C29H25BF4N5O2PReS4. The level of theory is ωB97M-V with the def2-TZVPD basis set.

Element x y z (Å)
Re: 0.855 1.018 0.861
N: 2.316 0.251 -0.565
C: 1.793 -0.405 -1.748
C: 2.429 -1.510 -2.289
C: 1.880 -2.110 -3.413
C: 0.721 -1.600 -3.987
C: 0.093 -0.497 -3.429
C: 0.624 0.098 -2.289
P: -0.044 1.505 -1.363
C: -1.837 1.460 -1.541
C: -2.550 2.661 -1.531
C: -3.933 2.642 -1.598
C: -4.608 1.431 -1.672
C: -3.903 0.238 -1.679
C: -2.519 0.249 -1.614
C: 0.486 2.960 -2.306
C: -0.072 3.146 -3.575
C: 0.338 4.205 -4.363
C: 1.302 5.090 -3.891
C: 1.854 4.909 -2.636
C: 1.452 3.842 -1.842
H: 2.893 -0.435 -0.036
H: 2.926 1.026 -0.823
H: 3.323 -1.902 -1.821
H: 2.358 -2.981 -3.841
H: 0.297 -2.073 -4.863
H: -0.824 -0.118 -3.862
H: -2.024 3.603 -1.465
H: -4.483 3.573 -1.586
H: -5.690 1.419 -1.716
H: -4.424 -0.709 -1.711
H: -1.980 -0.687 -1.596
H: -0.837 2.471 -3.938
H: -0.098 4.347 -5.344
H: 1.616 5.923 -4.507
H: 2.598 5.599 -2.261
H: 1.893 3.700 -0.867
S: 1.087 5.473 1.867
C: 0.973 3.898 1.502
S: 2.285 2.729 1.426
S: -0.458 2.989 1.073
N: -1.354 -6.045 1.932
C: -0.366 -5.074 1.985
C: 0.306 -4.806 3.178
C: 1.290 -3.837 3.227
C: 1.620 -3.142 2.073
C: 0.981 -3.421 0.869
C: -0.001 -4.382 0.824
S: 2.744 -1.810 2.154
O: 3.457 -1.745 0.886
O: 3.520 -1.913 3.347
N: 1.814 -0.466 2.174
C: 0.981 -0.229 3.236
N: 0.178 0.795 2.888
C: -0.747 1.225 3.741
C: -0.850 0.619 4.972
C: 0.021 -0.437 5.239
N: 0.944 -0.873 4.389
H: -1.796 -6.256 2.812
H: -2.020 -5.934 1.185
H: 0.039 -5.352 4.075
H: 1.796 -3.597 4.152
H: 1.245 -2.874 -0.026
H: -0.519 -4.586 -0.105
H: -1.385 2.032 3.407
H: -1.586 0.942 5.691
H: -0.027 -0.961 6.187
F: -2.395 0.115 1.556
B: -1.752 -1.080 1.313
F: -0.483 -0.709 0.526
F: -2.443 -1.930 0.482
F: -1.324 -1.696 2.469

Output
- 2S+1: 2
- Maximum force: 0.009 hartree/bohr
- Highest occupied orbital energy (alpha / beta): -8.03 / -8.08 eV
- Relative energy (zero: lowest compared OMol25 entry of this formula, charge and spin): 0.0000 eV
- LUMO energy (alpha / beta): -0.012 / -0.056 Eh



Record 2
This record from OMol25 describes a single C10H6ClN molecule. The level of theory is ωB97M-V with the def2-TZVPD basis set.

Element x y z (Å)
C: 1.401 2.043 -1.031
C: -1.192 -1.755 0.785
C: -0.185 -2.132 1.659
C: -0.991 -0.715 -0.094
C: 1.038 -1.489 1.608
C: 0.221 -0.007 -0.133
C: 1.244 -0.442 0.726
C: -0.716 1.453 -2.016
C: -1.369 2.277 -1.269
C: 0.372 1.098 -1.049
N: 2.195 2.870 -1.138
Cl: 2.815 0.287 0.676
H: -2.140 -2.269 0.800
H: -0.347 -2.923 2.374
H: -1.787 -0.419 -0.760
H: 1.837 -1.804 2.258
H: -0.869 1.089 -3.012
H: -1.528 2.839 -0.386

Output
- 2S+1: 1
- Maximum force: 0.037 hartree/bohr
- Highest occupied orbital energy (alpha / beta): -8.13 / -8.40 eV
- Relative energy (zero: lowest compared OMol25 entry of this formula, charge and spin): 0.6544 eV
- LUMO energy (alpha / beta): -0.021 / -0.046 Eh



Record 3
This record from OMol25 describes a single C3H9N3 molecule. The level of theory is ωB97M-V with the def2-TZVPD basis set.

Element x y z (Å)
C: -1.022 1.350 -0.011
C: -1.695 -1.000 0.086
C: 0.643 -0.416 -0.060
H: -1.041 1.660 1.058
H: -0.269 1.978 -0.505
H: -2.006 1.527 -0.452
H: -2.021 -1.030 1.126
H: -2.582 -0.782 -0.529
H: -1.363 -2.013 -0.195
H: 0.862 -1.477 -0.137
H: 3.493 0.301 0.598
H: 3.215 -0.186 -0.912
N: -0.667 -0.042 -0.187
N: 1.595 0.424 0.074
N: 2.856 -0.294 0.046

Output
- 2S+1: 1
- Maximum force: 0.022 hartree/bohr
- Highest occupied orbital energy: -8.22 eV
- Structure (SMILES): CN(C)/C=N/N
- Relative energy (zero: lowest compared OMol25 entry of this formula, charge and spin): 1.6508 eV
- LUMO energy: 0.039 Eh



Record 4
This record from OMol25 describes a single C4H7N3 molecule. The level of theory is ωB97M-V with the def2-TZVPD basis set.

Element x y z (Å)
N: 1.520 -0.725 1.747
C: 0.462 -0.485 0.886
C: 0.561 -0.058 -0.421
C: -0.510 0.742 -0.821
N: -0.345 1.328 -2.084
C: -1.536 -0.231 0.007
N: -0.844 -0.540 1.208
H: 1.483 -1.593 2.260
H: 2.402 -0.587 1.270
H: 1.188 -0.527 -1.158
H: -0.786 2.165 -2.437
H: 0.116 0.774 -2.798
H: -2.505 0.158 0.185
H: -1.207 -0.421 2.157

Output
- 2S+1: 1
- Maximum force: 0.079 hartree/bohr
- Highest occupied orbital energy (alpha / beta): -6.76 / -6.76 eV
- Structure (SMILES): Nc1c[nH]c(N)c1
- Relative energy (zero: lowest compared OMol25 entry of this formula, charge and spin): 3.5975 eV
- LUMO energy (alpha / beta): 0.036 / 0.036 Eh



Record 5
This record from OMol25 describes 4 unconnected molecules or ions with the total composition C43H85FN2O9PS2. The level of theory is ωB97M-V with the def2-TZVPD basis set.

Element x y z (Å)
C: 7.056 -2.532 1.926
C: 6.193 -1.724 1.677
P: 4.975 -0.431 1.372
C: 5.722 0.661 0.091
C: 7.125 1.198 0.517
F: 8.072 0.309 -0.012
C: 3.503 -1.263 0.646
C: 2.624 -0.368 -0.306
C: 1.232 -0.122 0.366
C: 0.367 -1.439 0.329
C: -0.916 -1.219 -0.534
C: -1.978 -0.307 0.183
C: -3.311 -1.106 0.465
C: -4.548 -0.178 0.207
C: -5.814 -0.665 1.034
C: -6.292 0.507 1.958
C: -7.528 1.319 1.369
C: -7.192 2.837 1.519
C: -8.402 3.828 1.371
C: -9.814 3.165 1.298
C: 4.668 0.391 2.993
C: 3.698 1.617 2.924
C: 4.424 2.928 2.489
S: 3.207 4.250 2.079
C: 3.213 4.206 0.273
S: 2.266 3.164 -0.566
N: 4.024 5.094 -0.469
C: 4.459 4.855 -1.760
C: 5.183 5.996 -2.112
N: 5.191 6.872 -1.028
C: 4.508 6.332 -0.065
H: 7.697 -3.342 2.264
H: 5.074 1.536 -0.139
H: 5.843 0.108 -0.863
H: 7.250 1.276 1.617
H: 7.328 2.171 0.035
H: 2.859 -1.661 1.457
H: 3.895 -2.115 0.051
H: 3.113 0.555 -0.664
H: 2.431 -0.982 -1.214
H: 1.411 0.098 1.440
H: 0.688 0.699 -0.136
H: 0.053 -1.713 1.360
H: 0.948 -2.295 -0.075
H: -0.576 -0.789 -1.502
H: -1.350 -2.229 -0.699
H: -2.192 0.596 -0.422
H: -1.545 0.002 1.155
H: -3.314 -1.375 1.541
H: -3.390 -1.983 -0.203
H: -4.277 0.859 0.493
H: -4.862 -0.166 -0.855
H: -6.617 -1.045 0.379
H: -5.472 -1.477 1.714
H: -5.470 1.202 2.228
H: -6.623 0.059 2.923
H: -7.612 1.051 0.294
H: -8.402 0.983 1.948
H: -6.636 2.996 2.462
H: -6.473 3.076 0.701
H: -8.314 4.525 0.515
H: -8.408 4.462 2.286
H: -10.057 2.696 0.329
H: -10.555 3.969 1.508
H: -9.916 2.464 2.152
H: 5.666 0.698 3.382
H: 4.294 -0.379 3.702
H: 3.272 1.797 3.933
H: 2.840 1.464 2.238
H: 5.077 3.345 3.280
H: 5.055 2.791 1.592
H: 4.282 3.984 -2.390
H: 5.669 6.211 -3.068
H: 4.357 6.807 0.907
C: 2.588 -7.789 -4.251
O: 1.440 -6.982 -4.093
C: 0.867 -7.118 -2.802
C: -0.103 -5.984 -2.534
O: 0.543 -4.783 -2.114
C: 1.198 -4.044 -3.139
C: 0.238 -3.285 -4.036
O: -0.292 -4.142 -5.032
C: -1.434 -3.590 -5.652
H: 2.345 -8.846 -4.100
H: 2.959 -7.654 -5.266
H: 3.373 -7.481 -3.550
H: 1.654 -7.119 -2.038
H: 0.328 -8.074 -2.771
H: -0.736 -6.277 -1.693
H: -0.759 -5.803 -3.386
H: 1.874 -4.678 -3.715
H: 1.814 -3.309 -2.609
H: 0.776 -2.472 -4.544
H: -0.573 -2.863 -3.431
H: -2.242 -3.462 -4.923
H: -1.769 -4.284 -6.422
H: -1.197 -2.628 -6.121
C: -2.190 -3.042 6.441
O: -0.921 -3.524 6.047
C: -0.659 -3.275 4.677
C: 0.819 -3.446 4.385
O: 1.592 -2.295 4.736
C: 1.835 -2.118 6.131
C: 2.883 -3.068 6.678
O: 2.304 -4.328 6.962
C: 3.280 -5.336 7.132
H: -2.984 -3.515 5.855
H: -2.333 -3.287 7.492
H: -2.239 -1.953 6.328
H: -0.973 -2.258 4.411
H: -1.234 -4.001 4.086
H: 0.938 -3.551 3.303
H: 1.224 -4.349 4.844
H: 0.908 -2.166 6.703
H: 2.223 -1.099 6.226
H: 3.289 -2.663 7.615
H: 3.696 -3.181 5.949
H: 3.846 -5.482 6.205
H: 2.767 -6.265 7.375
H: 3.962 -5.083 7.951
C: -4.106 6.903 -5.194
O: -3.271 5.769 -5.084
C: -2.790 5.338 -6.349
C: -1.620 4.391 -6.173
O: -0.385 5.065 -5.942
C: -0.207 5.602 -4.637
C: 0.107 4.544 -3.596
O: -1.087 3.918 -3.148
C: -0.827 2.716 -2.465
H: -4.972 6.688 -5.828
H: -4.456 7.163 -4.196
H: -3.548 7.754 -5.599
H: -2.479 6.201 -6.949
H: -3.609 4.816 -6.861
H: -1.480 3.854 -7.114
H: -1.815 3.646 -5.401
H: -1.057 6.219 -4.342
H: 0.661 6.261 -4.716
H: 0.586 5.017 -2.727
H: 0.787 3.797 -4.025
H: -0.354 1.989 -3.137
H: -1.777 2.305 -2.125
H: -0.185 2.897 -1.594

Output
- 2S+1: 1
- Maximum force: 0.053 hartree/bohr
- Net charge: +1
- Highest occupied orbital energy: -10.67 eV
- Relative energy (zero: lowest compared OMol25 entry of this formula, charge and spin): 1.6628 eV
- LUMO energy: -0.135 Eh



Q: What is the relative energy (zero: lowest compared OMol25 entry of this formula, charge and spin) in the fourth record?
A: 3.5975 eV



Q: The highest maximum force belongs to which entry?
A: C4H7N3